Entry 1:
The following is a DFT calculation (ωB97M-V/def2-TZVPD) of a structure of composition C44H55AsCaNOP2.

```
! RIJCOSX wB97M-V def2-TZVPD def2/J DEFGRID3
* xyz 1 1
As -0.42946 0.67051 -4.34633
Ca -0.39728 0.55366 -0.59865
P -2.88636 0.36764 0.86491
P 2.29158 -0.41304 -0.29240
O -0.72667 0.98259 -2.73428
N 0.05663 0.17716 1.60554
C 1.20302 -2.88668 0.38489
C 1.28475 0.66882 2.04773
C 1.41163 1.37155 3.26059
C 3.35665 3.08737 -5.63073
C 0.42687 -3.90391 -4.86069
C -3.00468 -1.17903 3.21599
C -3.21111 0.96839 -4.85845
C 3.64205 1.13912 1.66946
C 2.60723 1.92748 3.65422
C 5.05133 2.46101 3.28922
C -1.11845 -1.81536 4.49845
C 3.68855 -0.02112 -1.44380
C 1.15486 3.01430 -4.67359
C 1.10985 1.64387 -4.91932
C 3.30937 1.72259 -5.87413
C -0.32422 -3.23927 -5.81974
C -2.50498 -1.84270 4.32041
C -0.09153 -1.20030 -4.57632
C 2.28170 3.73454 -5.03115
C -3.40438 -2.55420 5.29326
C 3.75456 1.83073 2.86098
C -2.90181 1.96528 -7.44101
C -3.86961 1.79022 1.52583
C -3.13187 -1.68364 -0.90615
C -1.94273 1.15932 -5.39674
C -2.86921 2.88312 1.91132
C -4.81236 1.50960 2.69159
C 2.18257 0.99401 -5.51695
C 3.46299 -2.38849 1.37427
C 0.92093 -3.21862 -3.75665
C -4.32587 1.27822 -5.61945
C -5.05146 -1.62850 0.69527
C -0.78890 -0.44643 2.50610
C -4.16943 1.77321 -6.90917
C -0.29035 -1.14389 3.62862
C -1.78089 1.65819 -6.68335
C 0.66400 -1.86517 -3.61492
C 2.44284 0.55131 1.24737
C -0.58739 -1.88344 -5.67969
C -4.02443 -0.77800 -0.04751
C -2.19048 -0.49620 2.30016
C 5.09110 -0.53710 -1.11926
C 3.67992 1.46366 -1.80594
C 2.55004 -2.19315 0.16719
H -5.04200 2.01458 -7.50144
H -0.78861 1.81710 -7.08975
H 4.52366 1.04584 1.05294
H 0.62610 -4.96149 -4.97176
H -5.33848 2.42674 2.96393
H 0.66466 -2.44089 1.22411
H -1.18508 -1.36647 -6.42150
H -4.55973 -2.40138 1.28637
H 4.37637 1.65193 -2.62590
H -5.56446 0.75790 2.45656
H 3.36363 -0.56578 -2.34216
H 2.14362 -0.07336 -5.69983
H 0.53590 1.47705 3.88915
H 4.23599 3.65270 -5.90995
H -3.73307 -2.39812 -1.47233
H 0.77822 -1.15236 3.80260
H -5.31715 1.13766 -5.20995
H 4.14845 1.22506 -6.34166
H 1.05222 -1.32581 -2.75592
H -3.39433 3.75207 2.31129
H -4.25358 1.17595 3.56672
H -3.40033 -2.06505 6.26921
H 2.98394 -2.00136 2.27548
H -4.43374 -2.57249 4.93563
H 5.53974 -0.03943 -0.26243
H 4.99536 3.55060 3.24423
H 1.50312 -3.74100 -3.00812
H 1.35295 -3.94531 0.60779
H 5.87430 2.14376 2.64905
H -3.32003 0.59359 -3.84751
H -4.07471 -1.18017 3.06464
H 4.41709 -1.87364 1.26525
H -2.27385 3.21287 1.05779
H -2.54254 -1.11174 -1.63188
H 0.31679 3.51248 -4.20012
H 5.09559 -1.60907 -0.92348
H -0.71007 -3.77801 -6.67458
H -4.56098 -0.09386 -0.71658
H -5.69098 -1.04565 1.35498
H 3.66284 -3.45101 1.52646
H 3.02687 -2.62978 -0.71948
H 2.69008 1.79123 -2.13757
H 5.30188 2.19076 4.31587
H -2.45172 -2.26507 -0.27443
H 3.97574 2.08699 -0.96176
H 0.56615 -2.82188 -0.50264
H -4.45655 2.13635 0.66726
H -2.78667 2.35745 -8.44234
H 2.65481 2.46333 4.59594
H 5.74574 -0.35888 -1.97536
H -5.69725 -2.13007 -0.02902
H -0.67868 -2.34073 5.33955
H -3.08456 -3.58657 5.44593
H 2.32501 4.79897 -4.84388
H -2.18321 2.52279 2.68247
*
```

- Orbital gap: 6.7 eV

***

Entry 2:
The following is a DFT calculation (ωB97M-V/def2-TZVPD) of a structure of composition C44H55GeN6O5S2Si3W.

```
! RIJCOSX wB97M-V def2-TZVPD def2/J DEFGRID3
* xyz 2 2
W 0.23444 -0.03318 -0.41387
Ge 1.95118 0.11478 1.35052
S -2.09405 -1.34329 -2.45481
S -0.67606 1.22148 -2.49435
Si 2.39826 -1.86464 3.11983
Si 4.33982 0.42748 0.75692
Si 1.52746 1.62826 3.36378
O -0.66300 -1.36037 -1.82736
O -3.41210 1.21369 0.71990
O -4.17279 6.56452 -5.00299
O -3.20038 5.67554 -6.77507
O -3.31208 -1.49757 0.69373
N -1.47810 -0.07284 0.56590
N 1.76570 -0.53160 -1.72197
N 0.15723 -2.03023 0.36687
N 3.12339 -0.38463 -4.18236
N -0.02788 2.03343 0.16004
N 2.81813 -2.63555 -4.48985
C 2.32429 0.62576 -2.18800
C -2.58522 -3.05530 -2.19281
C -0.57715 -4.71617 0.66284
C -1.80003 -1.57052 -4.21917
C 0.58533 -2.27339 3.52636
C -0.98753 4.64627 0.56095
C 0.30519 4.40994 0.09787
C -3.39239 5.65043 -5.59429
C 2.70580 1.44949 4.83046
C -2.09708 -5.38756 -2.42408
C -1.49989 2.57529 -3.28470
C -1.66518 2.45000 -4.66481
C 4.63061 2.16527 0.04797
C -1.49950 -3.71012 0.85825
C 1.03706 -3.02503 0.18301
C -1.31087 2.28049 0.55456
C -2.22450 1.11237 0.62537
C -0.25200 1.17293 3.83619
C 1.94758 -1.60606 -2.50448
C 2.63873 -1.54146 -3.72255
C -1.72725 -4.06759 -2.60870
C 0.71507 -4.35655 0.28993
C -0.43048 -1.35690 -6.17030
C 0.74105 3.11824 -0.05544
C -2.76381 4.59484 -4.72526
C -3.79672 -3.33621 -1.58334
C -1.12519 -2.39479 0.65887
C -2.28598 3.45755 -5.37272
C -1.79915 3.55422 0.78864
C -2.58491 -2.41478 -6.31626
C 2.97151 0.67213 -3.40264
C 1.60137 3.47159 2.92036
C -1.40412 -2.00113 -6.91847
C -2.12926 -1.30194 0.65401
C 4.87345 -0.88664 -0.51193
C 5.43350 0.24725 2.28000
C -0.62886 -1.13776 -4.81373
C -2.79312 -2.19581 -4.96489
C -2.59193 4.71510 -3.35208
C 3.39709 -3.18376 2.17586
C -1.96287 3.71044 -2.63186
C 3.34238 -1.64247 4.73672
C -4.15872 -4.66597 -1.40016
C -3.31982 -5.68338 -1.82728
H 2.04848 -2.70840 -0.03338
H 0.48791 -1.01988 -6.63270
H -0.80518 0.75766 2.99224
H -1.30514 1.56240 -5.16620
H 0.36940 -3.33124 3.35301
H -1.34301 5.65553 0.71511
H -4.31882 6.39958 -4.06669
H 4.31803 2.26443 -0.99245
H 0.38296 -2.07124 4.57906
H 0.62989 3.83937 2.59810
H -0.79337 2.05572 4.18439
H 5.22032 1.02067 3.01831
H -3.61683 -6.71752 -1.71174
H -2.91874 5.60035 -2.81855
H 3.79693 -2.82869 1.22618
H -2.41024 3.38949 -6.44468
H 3.51596 -2.64545 5.13696
H 1.87813 4.03158 3.81509
H -2.82413 3.64800 1.12131
H 4.14037 2.93430 0.64790
H -1.83938 3.80987 -1.56800
H -0.27935 0.44073 4.64391
H 6.47658 0.35962 1.97698
H 1.51732 -2.53839 -2.17303
H -4.44296 -2.53685 -1.24964
H 3.39448 1.60380 -3.75762
H 2.57626 -3.55466 -4.17117
H 3.70844 1.12913 4.55242
H -0.84452 -5.75596 0.78813
H -3.34412 -2.92384 -6.89362
H 2.79361 -4.07325 1.99094
H 4.03737 -1.45768 -0.91700
H 2.26046 1.48516 -1.54581
H 5.56732 -1.59276 -0.05285
H 2.78153 -1.08899 5.48424
H 5.70199 2.37984 0.06831
H 2.79473 2.42215 5.31612
H 4.31573 -1.16829 4.61939
H -1.44385 -6.18054 -2.76394
H 0.97738 5.22994 -0.10944
H -0.11514 -1.68589 2.93717
H 0.12251 -0.63402 -4.22562
H 4.24367 -3.49723 2.78803
H -0.78952 -3.81468 -3.08854
H -3.71124 -2.52089 -4.49302
H -1.24217 -2.18466 -7.97196
H -2.52404 -3.90649 1.14094
H -5.10365 -4.90020 -0.92875
H 5.33183 -0.72795 2.75626
H 1.76187 2.92460 -0.35725
H 5.39488 -0.42859 -1.35494
H 3.35262 -2.53042 -5.33605
H 2.33782 3.70982 2.15235
H 2.32190 0.75771 5.57683
H 1.46297 -5.11057 0.08900
*
```

- Orbital gap (spin up / spin down): 4.7 / 5.2 eV
- ⟨S²⟩: 0.765

***

These records have E values of -5435.645293; -6222.841232 Eh, in the order they appear.
These records have relative energy (zero: lowest compared OMol25 entry of this formula, charge and spin) values of 3.0; 0.0 kJ/mol, in the order they appear.
These records have largest force on an atom values of 0.004; 0.077 hartree/bohr, in the order they appear.